# 1
21
Properties=species:S:1:pos:R:3 method="wB97M-V/def2-TZVPD" e_homo_ev=-5.23 homo_lumo_gap_ev=3.04
N 1.43 -1.87 0.85
C 1.85 -0.67 0.32
N 3.23 -0.35 -0.22
C 3.09 1.11 -0.64
N 1.72 1.69 -0.39
N 1.04 0.60 0.18
C -0.44 0.81 0.57
C -1.33 0.53 -0.78
C -2.52 -0.59 -0.62
F -2.94 -0.87 0.77
H 0.73 -2.47 0.32
H 1.75 -2.18 1.81
H 3.96 1.74 -1.14
H 1.34 2.66 -0.58
H -0.60 1.95 0.87
H -0.72 0.17 1.50
H -0.59 0.12 -1.61
H -1.70 1.58 -1.17
H -2.16 -1.56 -1.17
H -3.46 -0.16 -1.21
F -3.66 -2.23 2.34

---

# 2
17
Properties=species:S:1:pos:R:3 method="wB97M-V/def2-TZVPD" multiplicity=2 relative_energy_kcal_mol=12.9 e_homo_ev="-9.39 / -9.38" s2=0.75 homo_lumo_gap_ev="10.55 / 7.52"
C 1.44 0.51 0.14
C 0.34 -0.41 0.75
C -0.78 0.34 1.48
N 2.24 -0.28 -0.79
H 0.91 1.34 -0.35
H 2.00 0.96 0.97
H 0.87 -1.21 1.27
H -0.18 -0.78 -0.13
H -1.28 1.00 0.76
H -1.56 -0.29 1.92
H -0.44 0.97 2.31
H 1.65 -0.29 -1.62
H 3.11 0.12 -1.10
H -0.80 0.33 -2.00
H -3.25 -0.78 -1.46
H -1.74 -0.71 -1.31
O -2.55 -0.83 -0.81